--- 1 ---
This record from OMol25 describes 11 unconnected molecules or ions with the total composition C38H106N8O11. The level of theory is ωB97M-V/def2-TZVPD.

XYZ file:
```
163
C38H106N8O11, DFT ωB97M-V/def2-TZVPD
O 1.6480 4.1517 0.0698
O -1.3814 2.9849 -5.3567
O -0.3469 -2.6324 4.3052
O -5.3773 0.9599 2.0544
O 1.0601 3.0624 5.1668
O 3.6278 -3.4074 1.1109
O 3.6135 0.5108 -1.7586
O -0.0249 0.3289 1.3130
O -4.5170 -2.5806 -0.1280
O -0.8805 -2.1434 -4.4896
O -0.0007 -6.4390 0.6261
N 4.3167 3.4977 -3.8691
N 1.5750 6.2930 2.0394
N -3.0892 -0.1246 -4.3903
N 2.6772 -1.4480 -3.9932
N -8.5898 -0.7635 2.2588
N 4.1370 -3.7226 -2.5201
N -0.9391 2.9171 2.1369
N 1.6048 -0.8676 6.8807
C 1.3133 -1.2099 -4.5187
C 1.9878 6.5150 0.6389
C 0.5667 2.4517 4.0100
C -3.5210 -4.6639 -0.9775
C -0.3781 -2.3481 7.2137
C -7.4743 0.4425 4.0864
C -0.5193 3.3183 -6.4262
C 2.5400 5.2407 -0.0108
C -1.8605 1.3852 -2.8839
C 2.2390 2.2185 -3.6630
C -6.2925 -0.1017 1.9787
C 3.1263 -2.3858 1.9447
C 1.4075 -0.9443 -6.0189
C 0.4794 -2.4483 -4.2610
C -2.5857 1.2500 -4.2225
C -0.8925 -2.2660 3.0544
C 3.8590 -2.9767 -0.2150
C -4.1037 0.5731 1.5840
C -0.6600 0.0996 0.0596
C -0.7435 3.0779 3.5841
C 5.1773 -5.0675 -0.7833
C -7.6196 0.3167 2.5678
C -1.7046 1.5966 -5.4051
C -0.0373 -1.1484 -0.5499
C 0.5313 4.3018 -0.8001
C 3.9739 -4.1719 -1.1362
C 0.9183 -5.3772 0.4304
C 3.3168 0.9722 -0.4330
C -1.9947 2.5154 4.2534
C -3.3072 -3.2980 -0.3400
C 4.3204 1.4640 -2.5524
C 2.9802 7.6677 0.5911
C 0.7951 -1.9595 6.3126
C 3.5003 2.6983 -2.9365
C 2.1567 2.3879 5.6940
C 0.4912 -4.5975 -0.8250
C -1.7369 -3.2009 -4.1490
C 0.3186 -1.5510 4.9289
H 1.8945 -1.1696 7.8082
H -2.6878 -2.6601 -0.9719
H -6.4712 -0.4500 0.9501
H 1.0879 6.8273 0.1006
H 2.2668 -1.8926 1.4777
H -2.9108 2.8576 3.7689
H -0.5239 1.0083 -0.5385
H 3.0565 2.0269 -0.4208
H -0.4894 -4.1707 -0.5925
H 3.4588 5.0104 0.5419
H -3.9977 -5.3124 -0.2388
H -1.5791 -3.0780 2.8229
H 0.9775 -0.8517 -0.8347
H 4.9209 -5.7207 0.0552
H 0.9760 5.4643 2.0427
H 0.4113 -0.8421 -6.4609
H 2.7171 -2.8681 2.8308
H -1.5544 -4.0490 -4.8278
H -6.6103 1.0588 4.3454
H -2.1007 2.8489 5.2878
H 0.3296 -5.2687 -1.6694
H 4.5590 0.9258 -3.4714
H 6.0615 -4.4934 -0.5013
H 3.4236 -3.0495 -2.8252
H 3.9051 -1.6591 2.1820
H -1.6973 3.5011 1.7932
H 1.9655 1.3230 5.8337
H 1.3011 2.5966 3.1999
H 0.6208 -2.8527 -3.2553
H -0.7224 4.1586 3.7954
H 3.0314 -0.6404 -3.5004
H 5.0319 -3.2477 -2.6134
H -2.3039 1.4592 -6.3140
H -3.4403 1.4303 1.6109
H 4.2009 0.7480 0.1777
H 1.6114 3.0225 -4.0531
H 0.7527 4.1281 -1.8544
H -1.6637 -3.6085 -3.1359
H -0.3883 1.1932 1.6255
H -2.5564 -5.1099 -1.2273
H 3.2803 -1.6432 -4.7825
H -8.0220 1.1772 2.0387
H 1.7819 -1.8422 -6.5270
H -0.0219 -1.9497 0.1796
H -1.7869 2.4658 -2.6577
H 0.3585 -7.2806 0.3450
H -2.7747 -2.9437 -4.3653
H 1.9381 -5.7404 0.2854
H 3.7493 4.0883 -4.4667
H -0.1307 -2.1735 2.2766
H -5.8467 -0.9858 2.4605
H -0.1584 3.5146 -0.4835
H 2.0816 -0.1348 -6.2936
H 5.2416 1.7182 -2.0087
H 1.0798 -1.1048 4.2807
H -1.0504 -3.1273 6.8554
H 3.0438 -2.3298 -0.5714
H 3.2561 3.3321 -2.0852
H 5.3986 -5.7645 -1.5920
H -1.0233 -1.4779 7.3752
H 2.5217 1.5978 -4.5160
H 3.9131 7.2723 1.0163
H -0.1394 3.3814 1.6876
H -5.0653 -3.0514 0.5080
H -8.2377 -1.6344 2.6503
H -2.7797 -3.4523 0.6082
H 3.1614 -4.8962 -1.1602
H 0.9548 -4.7196 1.2991
H -0.5121 -1.3234 -1.5190
H -8.3415 0.9474 4.5306
H -4.1879 0.1237 0.5874
H -2.3723 0.9873 -2.0097
H 0.0051 5.2430 -0.6390
H 2.6839 8.5421 1.1601
H -2.3255 -0.8040 -4.3115
H -3.7259 -0.2588 2.1955
H -7.4473 -0.5067 4.6222
H -1.9651 1.4243 4.2052
H 2.9275 5.4772 -1.0109
H -0.7842 1.0090 -5.4964
H 3.2405 7.9623 -0.4273
H 0.0509 -2.6820 8.1612
H -1.4215 -1.3079 3.0798
H -0.9896 3.0197 -7.3755
H 2.3992 5.8974 2.5067
H 0.9133 -0.1334 7.0552
H 0.8581 -3.2809 -4.8741
H 4.8704 4.1547 -3.3259
H 1.6492 1.6213 -2.9659
H -9.4600 -0.6038 2.7549
H -0.4429 -0.7621 5.0764
H 1.1695 -3.7884 -1.0896
H 4.7698 -2.3657 -0.2792
H 0.8911 -0.3707 -3.9623
H -0.3652 4.3911 -6.4483
H 0.4294 1.3681 4.1343
H 2.5602 2.8215 6.6084
H -3.6350 -0.2982 -3.5487
H 2.4892 0.3837 -0.0393
H -1.7516 -0.0078 0.1337
H -3.4241 1.9478 -4.2341
H 0.3872 2.7044 -6.3653
H 1.4759 -2.8111 6.2176
H -0.7867 1.1716 -2.8667
H 3.0451 2.4644 5.0454
H -4.1462 -4.5999 -1.8670
```

Summary:
* multiplicity: 1
* HOMO-LUMO gap: 9.2 eV
* SMILES: COC[C@H](C)N.COC[C@H](C)N.COC[C@H](C)N.COC[C@H](C)N.COC[C@H](C)N.COC[C@H](C)N.COC[C@H](C)N.COC[C@H](C)N.CCO.CCO.CCO
* E_HOMO: -8.7 eV



--- 2 ---
This record from OMol25 describes 11 unconnected molecules or ions with the total composition C38H106N8O11. The level of theory is ωB97M-V/def2-TZVPD.

XYZ file:
```
163
C38H106N8O11, DFT ωB97M-V/def2-TZVPD
O 14.6517 15.0205 17.2135
O 11.9860 13.5411 13.6668
O 13.2078 18.9938 16.1377
O 12.9908 18.2527 20.7857
O 18.7858 10.9966 15.8953
O 9.1065 13.9385 16.1439
O 18.8776 18.0464 14.8833
O 15.6533 14.3175 19.8776
O 16.6333 15.2164 12.5988
O 13.5517 11.8420 17.7318
O 12.3579 13.3662 24.8412
N 13.7899 10.3340 21.1542
N 15.3084 12.8974 22.4560
N 15.4441 15.6722 10.2771
N 10.2221 12.0745 17.7069
N 18.3661 14.4289 17.2509
N 9.7627 20.1340 15.4555
N 10.6203 16.7810 23.2047
N 12.4997 16.0692 11.0901
C 13.9585 19.2540 20.6608
C 16.0971 15.5727 20.2667
C 14.8132 11.5390 17.1222
C 12.8387 14.3695 25.6832
C 9.1721 14.2805 17.5032
C 12.4289 17.9301 22.0229
C 11.9825 19.2626 15.4656
C 12.7652 13.2279 14.8230
C 18.0780 11.9957 16.6052
C 9.2696 12.9688 18.2598
C 15.6872 18.1146 10.4205
C 18.9634 13.2698 16.5853
C 17.4437 15.5643 21.0276
C 11.0958 17.2337 21.8927
C 9.2303 15.1489 15.3094
C 16.2416 16.7427 10.8212
C 10.8439 19.7749 16.3054
C 13.0523 13.9824 22.0606
C 13.6967 16.0240 17.4157
C 12.6150 14.5996 12.9437
C 9.5160 13.2997 19.7200
C 12.6888 9.3946 19.1531
C 16.6477 15.0570 14.0041
C 10.0739 18.1496 21.2124
C 13.4150 12.7029 24.1128
C 18.2995 9.7046 16.0196
C 13.7406 10.2952 19.6423
C 10.5167 18.8344 17.4809
C 13.6000 11.7120 19.1290
C 20.3485 12.9355 17.2178
C 10.8989 14.1873 11.0045
C 14.2985 18.8294 15.3258
C 12.6515 15.6400 18.4496
C 17.4675 17.9014 16.7807
C 14.1023 13.5134 23.0431
C 16.2386 16.5420 12.3042
C 18.4294 18.7579 15.9912
C 11.6404 15.1898 11.9203
H 16.8555 17.3675 16.0473
H 13.6137 14.0275 26.3805
H 10.2916 14.7547 10.2689
H 12.2056 14.5289 22.5399
H 14.7879 14.5779 18.0361
H 12.6961 13.1315 21.4167
H 13.2532 16.2314 16.4400
H 10.8686 15.7801 12.4349
H 11.1582 12.4112 17.7719
H 14.6866 11.7454 16.0744
H 17.5857 14.8159 16.7621
H 17.5173 9.4888 15.2820
H 17.3867 15.6351 14.5341
H 15.9980 12.7502 23.1956
H 10.2385 13.5748 11.6190
H 9.8514 19.0662 21.7222
H 12.3177 14.6600 18.2239
H 10.1618 15.6330 15.4996
H 17.9886 17.1235 17.3107
H 14.7147 9.9345 19.2819
H 14.5596 9.7555 21.5006
H 11.6581 9.7872 19.2441
H 15.1484 18.6899 16.0070
H 11.1695 16.4262 21.1287
H 9.9529 11.9535 16.7216
H 19.2029 9.1362 15.9336
H 9.2183 17.5257 20.9964
H 19.1112 13.5108 15.5230
H 14.6118 18.2558 10.6795
H 12.0759 16.2311 10.1914
H 16.1860 16.1437 19.3427
H 14.4766 12.2994 19.4857
H 16.9725 17.2595 12.6990
H 13.4169 15.6386 10.9709
H 17.6692 16.5134 21.4274
H 14.9715 18.9774 20.9530
H 14.2506 16.9715 17.7737
H 11.6351 13.5834 10.5143
H 10.9777 15.9003 23.4462
H 18.2525 15.1587 20.4229
H 12.3162 12.3738 15.2927
H 8.3158 12.5818 17.9585
H 12.9376 9.9869 21.6548
H 12.8383 8.4105 19.5785
H 13.3984 14.7160 21.3185
H 12.2381 19.9069 14.6452
H 15.8403 14.7636 10.5152
H 10.5037 18.3849 20.2440
H 14.1659 17.9497 14.6234
H 15.1062 11.9481 22.1874
H 12.8750 15.4318 13.6399
H 18.0477 14.0598 18.1306
H 17.2925 14.9747 21.9472
H 17.9122 11.6733 17.6779
H 10.2425 17.8781 17.1368
H 17.1106 12.1927 16.1803
H 9.3310 19.2854 15.1207
H 17.3123 16.6543 10.4805
H 11.6536 18.2985 15.0022
H 14.4996 19.6742 14.6530
H 15.5785 13.7179 20.6523
H 14.0392 19.3931 19.5785
H 17.7895 9.5476 16.9997
H 8.3330 14.9336 17.8052
H 14.5494 14.4463 23.5048
H 12.2472 18.8572 22.6331
H 15.2637 16.1228 20.7571
H 13.7597 12.9460 14.4802
H 11.4451 18.8097 18.1002
H 9.6286 16.6579 23.1478
H 19.2160 19.2795 16.5357
H 13.2056 15.2723 25.1335
H 21.0166 13.7324 16.9692
H 15.7351 15.3239 14.4455
H 20.2341 12.8232 18.2827
H 8.3729 15.8582 15.3451
H 13.0665 17.2730 22.6324
H 15.0095 10.4728 17.2722
H 16.8817 13.9952 14.1850
H 19.4177 17.2815 15.1826
H 12.8496 14.0697 15.5284
H 10.1080 14.8336 17.6001
H 11.9334 14.6962 26.2613
H 16.2143 18.9600 10.8797
H 9.7717 12.3954 20.3464
H 16.8683 18.5450 17.4517
H 12.7365 9.2444 18.0593
H 15.3120 15.7151 9.2593
H 17.8317 19.5748 15.4712
H 13.5227 14.2510 12.4422
H 15.2759 16.8047 12.7560
H 10.3533 14.0255 19.7285
H 15.8039 18.3068 9.3057
H 15.5997 12.1064 17.5455
H 14.1885 12.3819 24.8131
H 20.6290 11.9695 16.7824
H 11.1970 20.7356 16.7160
H 13.6385 20.2047 21.1106
H 9.2467 14.8901 14.3125
H 9.0979 20.7131 15.9535
H 11.8059 16.3556 18.3988
H 8.6302 13.7970 20.1916
H 12.9284 11.7798 23.7417
H 9.7357 19.3018 18.0738
H 12.6569 12.1323 19.4696
H 13.0888 15.5711 19.4342
```

Summary:
* multiplicity: 1
* HOMO-LUMO gap: 9.0 eV
* SMILES: COC[C@H](C)N.COC[C@H](C)N.COC[C@H](C)N.COC[C@H](C)N.COC[C@H](C)N.COC[C@H](C)N.COC[C@H](C)N.COC[C@H](C)N.CCO.CCO.CCO
* E_HOMO: -8.6 eV



Out of the structures above, which one is the most stable? Solution: 1.